1.
A cluster of 2 separate species, C4H11NO2 in total, computed with wB97M-V/def2-TZVPD.

The geometry in XYZ format:
```
18
Properties=species:S:1:pos:R:3:forces:R:3
C -1.249882 -2.847413 -0.570156 -2.65 -1.56 0.62
N -0.409242 -1.806644 -1.178932 -1.74 -5.01 -2.88
C -0.100175 -0.678706 -0.664593 -1.16 4.49 3.76
C 0.746878 0.340539 -1.418761 -0.06 -5.01 -1.12
O -0.548657 -0.326158 0.481047 1.62 -1.39 -2.17
H -1.951890 -2.436146 0.354339 2.21 -1.12 -2.44
H -1.963378 -3.113263 -1.476904 0.98 0.24 2.18
H -0.721912 -3.913977 -0.329076 -0.87 2.97 -0.25
H -0.607031 -1.965697 -2.191355 1.52 1.17 1.08
H 0.890145 -0.083501 -2.474607 -0.24 1.71 1.24
H 1.638656 0.190400 -0.865339 1.51 0.23 0.12
H 0.325915 1.206530 -1.076638 -0.90 2.89 -0.51
C 1.160549 2.934373 1.881307 1.87 -0.38 -0.06
O 0.166632 2.031338 1.231157 1.65 1.60 0.67
H 0.693353 4.077720 2.066403 1.28 -3.41 -0.96
H 1.503327 2.523699 2.916769 -1.00 0.69 -1.59
H 2.344860 2.937368 1.289004 -3.76 0.40 1.27
H 0.424633 1.089185 0.975523 -0.26 1.47 1.05
```
Positions in Å, forces in eV/Å.

Computed properties:
Max |F| ... 0.1173 hartree/bohr
Highest occupied orbital energy ... -0.345 Eh
Energy relative to the best compared isomer or geometry (same formula, charge and spin) ... 93.8 kcal/mol
Structure (SMILES) ... CNC(C)=O.CO
Multiplicity ... 1

These are the Löwdin partial charges, in e, on atoms 1 to 8: -0.096 -0.022 -0.540 0.027 -0.025 0.137 0.096 0.115

=====

2.
An isolated molecule of C18H17ClF3N3O3S2, computed with wB97M-V/def2-TZVPD.

The geometry in XYZ format:
```
47
Properties=species:S:1:pos:R:3:forces:R:3
O 0.399095 -3.231881 1.616704 0.06 -0.19 0.29
C 0.678779 -2.380465 0.795661 0.41 0.05 -0.05
C 2.129564 -1.977322 0.574722 0.27 0.21 0.19
S 2.433488 -0.299572 1.225106 -0.42 -0.16 0.20
C 4.031020 -0.020135 0.592267 0.18 0.09 -0.06
N 4.591382 -0.956969 -0.153787 -0.37 -0.12 0.14
C 5.806135 -0.766546 -0.631877 0.56 0.36 -0.07
C 6.531026 0.389304 -0.381792 -0.06 0.00 0.03
C 7.915128 0.593168 -0.923394 0.22 0.05 -0.10
F 7.983601 1.657676 -1.743016 -0.16 0.15 -0.04
F 8.810983 0.819193 0.053244 -0.04 0.03 0.23
F 8.364096 -0.456155 -1.620934 -0.15 -0.25 -0.05
C 5.953182 1.397403 0.395531 -0.13 -0.36 -0.12
C 4.682807 1.192435 0.888148 0.22 -0.35 -0.27
Cl 3.881800 2.367291 1.845468 -0.02 0.23 0.13
N -0.251904 -1.789369 0.017824 -0.33 0.00 -0.13
C -0.072313 -0.672681 -0.882182 0.10 0.43 -0.06
C -0.729992 0.573403 -0.271991 0.48 0.11 -0.51
N -2.124718 0.331487 0.027052 -0.82 0.38 -0.76
S -3.163166 0.438706 -1.300738 0.10 0.10 0.53
O -3.356064 -0.839264 -1.933387 -0.27 0.01 0.19
O -2.686610 1.520965 -2.108981 0.03 0.23 0.10
C -4.672738 0.916785 -0.472849 0.41 -0.27 -0.24
C -5.768193 0.076269 -0.484571 0.04 -0.15 -0.12
C -6.924509 0.467080 0.172095 -0.01 0.04 0.01
C -6.966119 1.687542 0.827261 -0.05 -0.06 -0.02
C -5.859245 2.523571 0.828891 0.12 0.02 -0.05
C -4.701993 2.136779 0.174295 -0.03 0.17 0.06
C -2.339062 -0.846073 0.841904 -0.13 -0.60 0.11
C -1.653714 -2.083045 0.250198 -0.31 -0.18 0.28
H 2.419480 -1.988311 -0.474259 -0.05 -0.07 0.02
H 2.761179 -2.664018 1.136959 -0.15 -0.03 -0.17
H 6.206554 -1.571272 -1.231647 0.14 0.02 -0.06
H 6.489174 2.310328 0.604231 0.02 0.11 0.04
H 0.978741 -0.481150 -1.084614 -0.05 -0.05 -0.01
H -0.581439 -0.906749 -1.824229 0.15 0.00 0.01
H -0.695784 1.405332 -0.975263 0.23 0.01 0.11
H -0.220802 0.851314 0.656653 -0.08 -0.01 -0.09
H -5.699080 -0.862803 -1.011126 -0.05 -0.12 -0.03
H -7.789800 -0.177994 0.170715 -0.06 -0.06 -0.01
H -7.867939 1.991521 1.337287 -0.07 0.02 0.05
H -5.900312 3.474285 1.338085 0.01 0.08 0.03
H -3.824194 2.761765 0.147738 0.08 0.16 0.07
H -3.415311 -1.008027 0.913931 0.01 -0.11 0.20
H -1.939928 -0.641338 1.840734 -0.08 0.00 -0.05
H -1.714619 -2.925805 0.939776 -0.04 0.11 -0.12
H -2.127662 -2.336658 -0.701827 0.08 -0.05 0.14
```
Positions in Å, forces in eV/Å.

Computed properties:
Max |F| ... 0.0230 hartree/bohr
Highest occupied orbital energy ... -0.328 Eh
Energy relative to the best compared isomer or geometry (same formula, charge and spin) ... 0.0 kcal/mol
Structure (SMILES) ... O=C(CSc1ncc(C(F)(F)F)cc1Cl)N1CCN(S(=O)(=O)c2ccccc2)CC1
Multiplicity ... 1

These are the Löwdin partial charges, in e, on atoms 1 to 8: 0.059 -0.525 -0.336 0.990 -0.608 0.069 -0.056 -0.092

=====

3.
The ion C5H10NO2 with charge +1, computed with wB97M-V/def2-TZVPD.

The geometry in XYZ format:
```
18
Properties=species:S:1:pos:R:3:forces:R:3
N 1.112360 -0.144136 1.264055 0.53 0.86 -0.82
C 0.167697 -0.843001 0.365703 -1.55 -0.97 0.81
C 0.657445 -2.272365 0.149084 0.51 1.20 -0.88
O 1.798601 -2.521214 0.404372 0.04 -0.69 0.27
C -0.168551 -0.164799 -0.951077 0.44 0.59 0.10
C -1.244151 0.914093 -0.869020 -0.43 0.20 0.06
C -0.800967 2.174634 -0.172479 -0.16 0.56 -0.83
O 0.061037 2.234709 0.673678 0.19 -0.21 0.24
H 0.850682 0.872881 1.258729 -0.29 -0.02 0.15
H 2.078721 -0.169791 0.918254 -0.11 -0.46 0.02
H 1.098370 -0.541709 2.190881 0.08 -0.14 0.43
H -0.785080 -0.902070 0.921203 0.31 -0.05 0.03
H -0.035344 -2.909173 -0.425967 0.08 -0.34 0.34
H 0.733755 0.320955 -1.340516 0.02 -0.28 -0.19
H -0.463064 -0.938790 -1.660981 -0.02 0.08 -0.01
H -1.618393 1.141562 -1.870222 0.25 0.25 0.00
H -2.173633 0.626384 -0.349353 0.26 -0.31 0.08
H -1.269487 3.121830 -0.506344 -0.13 -0.28 0.19
```
Positions in Å, forces in eV/Å.

Computed properties:
Max |F| ... 0.0388 hartree/bohr
Highest occupied orbital energy ... -0.540 Eh
Energy relative to the best compared isomer or geometry (same formula, charge and spin) ... 21.1 kcal/mol
Structure (SMILES) ... [NH3+][C@H](C=O)CCC=O
Multiplicity ... 1
Total charge ... +1

These are the Löwdin partial charges, in e, on atoms 1 to 8: 0.224 -0.269 -0.178 0.115 -0.126 -0.130 -0.182 0.050

=====

4.
An isolated molecule of C6H11N, computed with wB97M-V/def2-TZVPD.

The geometry in XYZ format:
```
18
Properties=species:S:1:pos:R:3:forces:R:3
C -1.949599 -1.763197 0.592381 -2.94 -1.21 0.04
C -1.543351 -0.510875 0.621941 1.47 0.54 2.46
C -1.041340 0.380812 1.706211 -3.32 2.16 2.76
C -0.516311 0.524812 0.338770 1.25 2.20 -0.62
C 1.036578 0.108397 0.226579 -2.80 0.97 3.46
C 1.385609 -0.014956 -1.192608 3.59 -2.32 -0.94
N 0.959882 0.986721 -2.149043 2.94 2.48 -1.06
H -2.555336 -2.367167 1.459841 1.85 1.90 -2.00
H -2.173396 -2.109548 -0.417932 0.49 -0.79 0.19
H -0.554028 0.005486 2.605404 0.57 -0.34 -0.61
H -1.760379 1.257409 2.145705 1.48 -2.06 -1.52
H -0.845818 1.587476 -0.100510 0.92 -2.76 0.46
H 1.180253 -0.766515 1.078610 -0.18 1.62 -2.95
H 1.661278 0.959668 0.709624 -1.18 -1.02 -0.86
H 2.527802 0.021733 -1.063782 -0.98 -0.58 -0.95
H 1.114883 -0.957718 -1.738571 0.18 0.32 1.24
H 1.628073 0.737439 -2.977847 -1.93 0.70 1.49
H 1.445199 1.920024 -1.844772 -1.41 -1.80 -0.58
```
Positions in Å, forces in eV/Å.

Computed properties:
Max |F| ... 0.0939 hartree/bohr
Highest occupied orbital energy ... -0.344 Eh
Energy relative to the best compared isomer or geometry (same formula, charge and spin) ... 108.5 kcal/mol
Structure (SMILES) ... C=C1C[C@H]1CCN
Multiplicity ... 1

These are the Löwdin partial charges, in e, on atoms 1 to 8: 0.016 -0.270 -0.174 -0.266 -0.180 -0.405 -0.049 0.116

=====

5.
A cluster of 2 separate species, C4H12N2 in total, computed with wB97M-V/def2-TZVPD.

The geometry in XYZ format:
```
18
Properties=species:S:1:pos:R:3:forces:R:3
C 0.241409 2.079557 -1.499990 0.55 -0.80 0.83
C 0.262124 2.339950 -0.195961 -0.87 -0.42 0.36
C -0.978768 2.444537 0.663870 0.79 -0.26 0.75
H 1.163363 2.062379 -2.063114 0.01 -0.11 -0.13
H -0.620237 1.558597 -1.901340 -0.27 0.76 -0.42
H 1.162632 2.401534 0.406648 0.34 0.71 -0.54
H -0.758222 2.120616 1.688943 0.11 -0.16 -0.14
H -1.823088 1.836605 0.347575 -0.14 0.36 -0.40
H -1.196816 3.505871 0.803050 -0.49 -0.06 -0.32
N 0.560013 -3.395020 0.716277 1.02 1.29 0.10
C 0.784800 -1.983040 0.202580 -1.58 -1.25 0.36
N -0.452427 -1.290660 0.021955 -0.80 0.89 -0.27
H 1.384007 -3.897305 0.396620 -0.29 -0.49 0.21
H -0.247396 -3.747148 0.234381 -0.21 -0.30 -0.31
H 1.300796 -2.097058 -0.749174 0.15 0.75 -0.04
H 1.327325 -1.408862 0.945390 0.57 -0.23 -0.04
H -1.014002 -1.356807 -0.808213 0.51 -0.47 -0.39
H -1.095514 -1.173743 0.790505 0.58 -0.23 0.40
```
Positions in Å, forces in eV/Å.

Computed properties:
Max |F| ... 0.0398 hartree/bohr
Highest occupied orbital energy ... -0.331 Eh
Energy relative to the best compared isomer or geometry (same formula, charge and spin) ... 41.3 kcal/mol
Structure (SMILES) ... C=CC.NCN
Multiplicity ... 1

These are the Löwdin partial charges, in e, on atoms 1 to 8: -0.031 -0.250 -0.128 0.043 0.052 0.089 0.063 0.064

=====

6.
An isolated molecule of C5H8N2, computed with wB97M-V/def2-TZVPD.

The geometry in XYZ format:
```
15
Properties=species:S:1:pos:R:3:forces:R:3
C 0.297814 -1.275735 -0.726934 -0.66 -0.06 0.29
C 0.217892 0.084649 -0.073669 -0.07 -1.31 0.61
C 1.418936 0.516142 0.697145 0.62 1.44 1.54
C -0.547809 1.103209 -0.791327 -0.44 -0.44 3.56
N -0.980562 0.491026 0.704041 1.46 2.02 -2.23
C -2.036930 -0.270239 0.925894 1.25 0.20 -0.73
N -2.840384 -0.978947 1.318422 -1.58 -1.00 0.39
H -0.592933 -1.356138 -1.373551 0.27 -0.58 0.39
H 0.405325 -2.181880 -0.014558 0.06 1.68 -1.32
H 1.124384 -1.047348 -1.400747 0.36 -1.13 -0.07
H 1.149132 0.299693 1.743163 0.30 0.37 -0.19
H 1.464724 1.624498 0.564891 0.35 -0.76 0.54
H 2.440284 0.106976 0.607742 -0.71 -0.18 -0.91
H -0.320316 2.152058 -0.679319 -0.03 -0.02 -0.22
H -1.199554 0.732031 -1.501189 -1.19 -0.22 -1.64
```
Positions in Å, forces in eV/Å.

Computed properties:
Max |F| ... 0.0703 hartree/bohr
Highest occupied orbital energy ... -0.361 Eh
Energy relative to the best compared isomer or geometry (same formula, charge and spin) ... 61.8 kcal/mol
Structure (SMILES) ... CC1(C)CN1C#N
Multiplicity ... 1

These are the Löwdin partial charges, in e, on atoms 1 to 8: -0.020 -0.603 -0.035 0.078 0.047 -0.363 0.134 0.082

=====

7.
A structure of composition C22H27IN3V, computed with wB97M-V/def2-TZVPD.

The geometry in XYZ format:
```
54
Properties=species:S:1:pos:R:3:forces:R:3
V -0.095865 -1.015647 -0.544986 0.28 0.59 -0.21
C 0.746904 1.201727 -2.483879 0.00 -0.09 -0.07
N -0.552022 0.644314 -2.031907 -0.16 -0.01 0.04
C -1.281341 0.165244 -3.215840 0.04 -0.09 0.00
C -1.254012 1.688784 -1.306627 0.02 -0.10 0.10
C -2.191020 2.512438 -1.891058 0.00 0.03 -0.08
C -2.741468 3.582752 -1.185996 0.01 0.01 0.03
C -2.288026 3.832487 0.093827 -0.01 0.00 -0.04
C -1.360064 2.993681 0.702077 0.11 0.01 0.10
C -0.860579 1.856457 0.048598 -0.08 -0.08 -0.16
N -0.001769 0.890386 0.510498 -0.12 -0.21 0.04
C 0.355278 0.703588 1.822297 0.06 0.02 0.05
C -0.224065 1.234407 2.985083 0.00 -0.01 -0.05
C 0.249230 0.896183 4.249112 -0.04 0.01 0.06
C 1.302366 0.019928 4.409598 0.03 -0.02 -0.02
C 1.866913 -0.560216 3.271990 -0.07 0.01 0.03
C 1.393297 -0.247361 2.016590 -0.04 -0.01 -0.04
N 1.878177 -0.882832 0.808137 0.09 0.13 0.08
C 2.867805 0.008052 0.169974 0.00 -0.03 -0.04
C 2.500351 -2.184021 1.055661 -0.07 0.00 -0.06
H 0.568707 2.006581 -3.206873 -0.01 0.01 0.02
H 1.322434 0.408772 -2.960663 0.00 0.01 0.00
H 1.277498 1.603508 -1.625193 0.02 -0.01 0.01
H -1.311900 0.931097 -3.999013 0.01 -0.01 -0.01
H -2.299617 -0.098014 -2.938207 0.00 0.00 0.00
H -0.760902 -0.705625 -3.612389 0.01 0.03 0.01
H -2.496076 2.341073 -2.914544 0.02 -0.01 0.01
H -3.486899 4.216933 -1.647769 0.00 0.00 -0.01
H -2.661715 4.688543 0.643702 0.01 0.00 0.01
H -1.006355 3.252091 1.686676 -0.01 0.00 -0.01
H -1.093045 1.866921 2.917534 0.00 0.01 0.01
H -0.236041 1.321130 5.120371 0.00 0.01 -0.01
H 1.672867 -0.236475 5.393475 -0.01 0.00 0.00
H 2.663148 -1.282117 3.389455 0.01 0.00 -0.02
H 3.780493 0.051693 0.777368 0.00 0.00 0.00
H 2.444199 1.004498 0.090811 0.00 0.02 -0.01
H 3.109499 -0.360479 -0.825551 0.01 0.00 0.01
H 3.446381 -2.083857 1.601601 0.00 -0.02 0.00
H 2.693086 -2.658227 0.096719 0.03 -0.02 0.00
H 1.818176 -2.810639 1.628336 0.02 -0.01 0.00
C -2.063467 -1.283932 0.696894 0.05 -0.04 0.08
C -1.048038 -2.136274 1.196435 -0.16 -0.18 -0.06
C -0.720736 -3.067025 0.174616 -0.22 -0.07 0.18
C -1.534316 -2.775546 -0.949351 -0.12 -0.01 0.01
C -2.371020 -1.689172 -0.614217 0.14 0.08 -0.02
H -2.490738 -0.438444 1.215054 0.01 0.00 0.00
H -0.624670 -2.087143 2.188047 0.06 0.01 -0.02
H -0.022427 -3.884349 0.250305 0.06 0.05 -0.03
H -1.499940 -3.276809 -1.903543 0.02 0.02 0.00
H -3.088229 -1.215563 -1.265467 0.00 0.01 0.01
I 1.536273 -1.990992 -4.615165 0.12 -0.03 -0.59
C 1.087488 -1.998602 -1.792621 -0.05 -0.32 1.36
H 2.172792 -1.888727 -1.754207 0.00 0.28 -0.30
H 0.912976 -3.065162 -1.925785 -0.07 0.05 -0.36
```
Positions in Å, forces in eV/Å.

Computed properties:
Max |F| ... 0.0272 hartree/bohr
Highest occupied orbital energy (spin up / spin down) ... -0.149 / -0.102 Eh
Energy relative to the best compared isomer or geometry (same formula, charge and spin) ... 0.0 kcal/mol
Multiplicity ... 2
Total charge ... -1

These are the Löwdin partial charges, in e, on atoms 1 to 8: 0.702 -0.070 -0.246 -0.107 -0.196 -0.038 -0.117 -0.116

=====

8.
An isolated molecule of C4H8O3, computed with wB97M-V/def2-TZVPD.

The geometry in XYZ format:
```
15
Properties=species:S:1:pos:R:3:forces:R:3
C 0.224638 -0.185070 0.906966 -0.55 -0.24 -0.43
C -0.526467 -0.465485 -0.277779 0.04 -1.57 1.73
C 0.097750 -1.130846 -1.449243 -0.18 0.53 -0.14
C 0.942311 1.408567 0.168911 -0.92 0.53 -2.91
O -0.563611 -0.145431 2.057186 -0.86 -0.21 0.66
O -1.863944 -0.387258 -0.249856 1.32 0.82 -0.26
O 2.120395 1.325994 -0.242488 -0.47 -0.40 0.78
H -0.930388 0.686175 2.383888 0.74 0.27 -0.46
H -2.102556 0.030430 0.601280 -0.01 -0.49 -0.05
H 1.118478 -0.781665 1.090192 -0.05 0.32 -0.29
H 0.107245 1.392992 -0.690217 0.91 0.88 0.73
H 0.596825 2.185559 0.882655 0.04 -0.68 0.50
H 0.193693 -2.202706 -1.246352 -0.05 0.14 0.12
H -0.519198 -1.005673 -2.340043 0.13 0.05 0.02
H 1.104830 -0.725582 -1.595099 -0.09 0.04 -0.01
```
Positions in Å, forces in eV/Å.

Computed properties:
Max |F| ... 0.0601 hartree/bohr
Highest occupied orbital energy (spin up / spin down) ... -0.297 / -0.297 Eh
Energy relative to the best compared isomer or geometry (same formula, charge and spin) ... 102.2 kcal/mol
Multiplicity ... 1

These are the Löwdin partial charges, in e, on atoms 1 to 8: -0.242 -0.319 0.016 -0.361 -0.025 0.128 -0.125 0.106